A 2-piece molecular cluster, C34H62NO3 overall, computed with ωB97M-V/def2-TZVPD.

Geometry as XYZ:
```
100
C34H62NO3 (ωB97M-V/def2-TZVPD)
C 6.811 0.366 -2.595
C 6.688 -0.350 -1.241
C 6.517 0.629 -0.072
C 5.039 0.947 0.245
C 4.544 2.301 -0.306
C 4.135 3.290 0.803
C 2.654 3.171 1.149
C 1.731 3.819 0.096
C 0.725 4.820 0.690
C -0.689 4.225 0.914
C -1.806 4.938 0.116
C -2.803 3.966 -0.547
C -4.288 4.342 -0.355
C -5.129 3.232 0.297
C -5.748 2.221 -0.653
N -6.307 2.848 -1.887
C -7.439 3.760 -1.572
C -8.459 3.002 -0.699
O -8.148 1.632 -0.615
C -6.877 1.347 -0.041
C -6.622 -0.141 -0.282
C -5.908 -0.846 0.892
C -6.404 -2.284 1.054
C -5.811 -3.204 -0.016
C -4.347 -3.622 0.278
C -4.158 -5.146 0.467
C -3.058 -5.760 -0.425
C -1.873 -6.371 0.338
O -0.680 -5.675 -0.022
C 0.486 -6.357 0.210
C 1.600 -5.454 0.678
O 0.617 -7.568 0.014
H 7.837 0.658 -2.796
H 6.503 -0.308 -3.393
H 6.155 1.232 -2.608
H 7.590 -0.940 -1.086
H 5.856 -1.051 -1.262
H 6.938 0.142 0.808
H 7.078 1.542 -0.259
H 4.427 0.149 -0.166
H 4.910 0.932 1.325
H 3.643 2.101 -0.889
H 5.266 2.752 -0.980
H 4.374 4.314 0.521
H 4.712 3.037 1.692
H 2.468 3.617 2.125
H 2.423 2.109 1.243
H 1.152 3.042 -0.399
H 2.343 4.310 -0.657
H 1.092 5.206 1.638
H 0.642 5.682 0.031
H -0.927 4.321 1.971
H -0.663 3.166 0.667
H -1.363 5.594 -0.627
H -2.326 5.592 0.814
H -2.559 3.938 -1.609
H -2.610 2.966 -0.166
H -4.319 5.192 0.321
H -4.699 4.710 -1.296
H -4.478 2.694 0.979
H -5.904 3.683 0.919
H -4.971 1.531 -0.971
H -6.644 2.086 -2.479
H -5.607 3.352 -2.430
H -7.076 4.634 -1.048
H -7.903 4.043 -2.509
H -9.424 3.063 -1.190
H -8.581 3.457 0.284
H -6.908 1.523 1.035
H -6.062 -0.294 -1.203
H -7.597 -0.600 -0.426
H -6.007 -0.285 1.817
H -4.850 -0.929 0.639
H -6.158 -2.675 2.039
H -7.490 -2.326 0.961
H -6.438 -4.076 -0.172
H -5.809 -2.674 -0.971
H -3.719 -3.272 -0.537
H -4.010 -3.111 1.178
H -5.089 -5.665 0.262
H -3.926 -5.311 1.517
H -2.648 -4.989 -1.071
H -3.489 -6.526 -1.064
H -1.784 -7.433 0.136
H -2.057 -6.269 1.408
H 1.176 -4.653 1.276
H 2.333 -6.036 1.216
H 2.026 -4.986 -0.207
C 11.979 -3.144 0.347
C 11.640 -1.836 0.667
C 10.340 -1.529 1.045
C 9.382 -2.530 1.109
C 9.721 -3.838 0.791
C 11.019 -4.144 0.407
H 12.992 -3.383 0.051
H 12.389 -1.057 0.623
H 10.075 -0.508 1.290
H 8.369 -2.291 1.407
H 8.973 -4.619 0.841
H 11.283 -5.163 0.155
```

Summary:
* E_HOMO: -10.303 eV
* HOMO-LUMO gap: 7.256 eV
* relative energy (zero: lowest compared OMol25 entry of this formula, charge and spin): 0.00 kcal per mole
* charge: +1

One molecule with the formula C2H4N2S, computed with ωB97M-V/def2-TZVPD.

Geometry as XYZ:
```
9
C2H4N2S (ωB97M-V/def2-TZVPD)
C 0.249 0.273 -0.145
N 0.954 -0.658 0.685
N -0.098 -0.586 1.692
S 0.117 1.073 2.426
C -0.755 0.516 0.961
H -0.222 -0.252 -1.057
H 1.022 1.101 -0.339
H 0.836 -1.607 0.465
H -1.766 0.787 0.753
```

Summary:
* E_HOMO: -9.125 eV
* HOMO-LUMO gap: 9.805 eV
* relative energy (zero: lowest compared OMol25 entry of this formula, charge and spin): 77.71 kcal per mole
* charge: 0

A 13-piece molecular cluster, C5H37NO12 overall, computed with ωB97M-V/def2-TZVPD.

Geometry as XYZ:
```
55
C5H37NO12 (ωB97M-V/def2-TZVPD)
C -1.842 1.996 -0.891
C -1.697 0.608 -0.315
N -0.345 0.016 -0.561
C -0.437 -1.830 1.174
C 0.397 -0.644 0.522
C 1.506 -1.364 -0.182
H -2.827 2.394 -0.660
H -1.058 2.686 -0.580
H -1.741 1.955 -1.982
H -2.382 -0.137 -0.713
H -1.710 0.641 0.773
H -0.391 -0.467 -1.458
H -1.420 -1.455 1.433
H 0.256 -2.167 1.949
H -0.467 -2.658 0.479
H 0.508 0.068 1.343
H 1.084 -1.931 -1.015
H 2.015 -2.049 0.492
H 2.128 -0.743 -0.837
H -4.238 -1.313 -1.419
H -4.414 -2.552 -0.485
O -3.888 -2.179 -1.199
H 1.727 -0.803 4.263
H 1.618 0.244 3.034
O 2.110 -0.441 3.470
H 0.551 1.994 0.500
H 1.465 2.669 -0.368
O 1.044 2.835 0.505
H 0.525 1.959 2.223
H -0.082 2.730 3.421
O 0.135 1.847 3.100
H 3.413 2.250 2.621
H 2.705 3.007 1.477
O 3.571 2.841 1.883
H -0.520 -3.500 -1.578
H -2.049 -2.947 -1.854
O -1.093 -2.851 -1.984
H -0.777 -0.960 3.201
H -1.985 -0.723 4.144
O -1.263 -0.291 3.685
H -1.212 -0.526 -4.431
H -1.203 -1.701 -3.428
O -1.659 -0.862 -3.648
H -1.937 2.505 1.830
H -1.958 1.655 2.943
O -2.564 2.250 2.485
H 2.963 -2.541 -2.224
H 2.078 -2.460 -3.440
O 2.114 -2.808 -2.549
H 2.573 0.074 -3.224
H 4.078 0.255 -2.806
O 3.424 -0.364 -3.136
H 0.763 1.226 -1.765
H 0.960 2.660 -2.269
O 1.445 1.900 -1.946
```

Summary:
* E_HOMO: -8.892 eV
* HOMO-LUMO gap: 9.030 eV
* relative energy (zero: lowest compared OMol25 entry of this formula, charge and spin): 44.54 kcal per mole
* charge: 0

A 3-piece molecular cluster, C11H15NO overall, computed with ωB97M-V/def2-TZVPD.

Geometry as XYZ:
```
28
C11H15NO (ωB97M-V/def2-TZVPD)
C 2.568 -2.512 -0.012
C 1.381 -0.405 0.166
C 2.552 0.501 0.381
C 2.328 1.877 0.169
C 1.061 2.387 -0.162
C -0.046 1.422 -0.122
C -1.457 1.952 0.056
C -2.603 0.781 -0.189
C -2.326 -0.577 0.427
C -1.119 -0.984 -0.515
C 0.136 0.054 -0.252
H 3.198 -2.604 0.858
H 1.977 -3.590 0.045
H 3.351 -2.417 -0.871
H 3.614 0.160 0.575
H 3.182 2.666 0.382
H 1.252 3.492 -0.301
H -1.717 2.984 -0.632
H -1.750 2.301 1.088
H -3.678 1.331 -0.086
H -2.420 0.603 -1.418
H -1.902 -0.476 1.487
H -4.160 -1.961 1.434
H -2.067 -2.616 -0.253
H -1.235 -1.145 -1.615
H -1.079 -2.000 -0.032
N -3.287 -1.503 0.216
O 1.449 -1.648 -0.233
```

Summary:
* E_HOMO: -8.147 eV
* HOMO-LUMO gap: 8.153 eV
* relative energy (zero: lowest compared OMol25 entry of this formula, charge and spin): 260.45 kcal per mole
* charge: 0

A 2-piece molecular cluster, C3H7NO2S overall, computed with ωB97M-V/def2-TZVPD.

Geometry as XYZ:
```
14
C3H7NO2S (ωB97M-V/def2-TZVPD)
C -0.119 -0.496 0.020
C -0.117 -1.870 0.274
C -0.568 1.815 -0.416
N -0.735 0.499 -0.199
O -2.949 0.620 1.173
O -2.997 -1.336 -0.371
S -2.879 0.128 -0.205
H 1.775 0.205 -0.001
H -0.120 -2.415 -0.766
H -1.051 -1.985 0.796
H 0.882 -2.169 0.798
H 0.564 2.093 -0.231
H -0.919 2.162 -1.389
H -1.174 2.477 0.326
```

Summary:
* E_HOMO (alpha / beta): -8.492 / -8.487 eV
* HOMO-LUMO gap (alpha / beta): 7.813 / 7.807 eV
* relative energy (zero: lowest compared OMol25 entry of this formula, charge and spin): 139.06 kcal per mole
* charge: 0

C25H40BrCdCl3N3O3Si as an isolated structure, computed with ωB97M-V/def2-TZVPD.

Geometry as XYZ:
```
77
C25H40BrCdCl3N3O3Si (ωB97M-V/def2-TZVPD)
C 3.645 -4.856 -5.072
C 3.607 -6.155 -4.366
H 4.654 -4.540 -5.375
H 3.326 -4.158 -4.271
H 2.958 -4.804 -5.934
C 4.521 -7.105 -4.651
C 5.668 -6.939 -5.602
H 4.453 -8.110 -4.220
H 6.221 -5.991 -5.474
H 5.338 -7.002 -6.654
H 6.384 -7.759 -5.425
Cd 0.683 -2.360 -2.846
Cl -1.620 -2.328 -2.566
Cl 2.052 -2.735 -4.702
C -1.277 -3.541 1.016
O -0.320 -2.783 1.165
N -1.431 -4.622 1.824
C -0.421 -4.838 2.861
C -2.331 -5.718 1.529
H -2.011 -3.344 0.206
H -0.154 -3.875 3.310
H 0.513 -5.279 2.453
H -0.868 -5.490 3.622
H -3.190 -5.315 0.986
H -2.684 -6.147 2.472
H -1.880 -6.513 0.905
H 4.119 0.898 -2.271
H 4.121 -1.381 -1.607
C 4.674 1.233 -1.385
C 4.726 -1.160 -0.721
N 4.523 0.235 -0.329
H 4.264 2.183 -1.019
C 3.890 0.541 0.845
O 3.525 -0.244 1.716
H 4.445 -1.809 0.118
H 3.719 1.640 0.951
H 5.742 1.344 -1.629
H 5.775 -1.317 -0.988
O 2.452 -5.300 -2.400
C 2.477 -6.377 -3.353
C 3.625 -8.142 -1.947
C 2.534 -7.793 -2.755
H 4.336 -7.373 -1.601
C 3.861 -9.488 -1.616
H 1.535 -6.284 -3.912
C 1.620 -8.780 -3.136
H 4.719 -9.764 -0.984
C 3.028 -10.495 -2.134
C 1.890 -10.121 -2.865
H 0.731 -8.458 -3.673
H 3.253 -11.559 -1.944
H 1.225 -10.900 -3.230
Si 2.301 -5.243 -0.722
Cl 1.695 -0.553 -1.366
C 3.888 -5.762 0.199
C 0.893 -6.333 -0.222
C 2.053 -3.464 -0.333
H 4.118 -6.831 0.146
H 3.751 -5.519 1.261
H 4.751 -5.195 -0.174
H 2.703 -2.880 -0.972
H 2.221 -3.114 0.688
H 1.012 -3.213 -0.540
H 1.034 -7.382 -0.509
H -0.043 -6.008 -0.699
H 0.724 -6.336 0.863
Br 0.903 4.165 2.993
C -0.114 2.620 2.555
C -1.213 2.243 3.331
C -1.956 1.115 2.975
C -1.533 0.400 1.818
N -0.497 0.793 1.107
C 0.215 1.859 1.411
H -1.458 2.852 4.195
H -2.831 0.752 3.522
H -2.077 -0.487 1.474
H 1.034 2.117 0.761
```

Summary:
* E_HOMO: -5.843 eV
* HOMO-LUMO gap: 8.270 eV
* relative energy (zero: lowest compared OMol25 entry of this formula, charge and spin): 16.68 kcal per mole
* charge: -1

A 2-piece molecular cluster, C3H10O overall, computed with ωB97M-V/def2-TZVPD.

Geometry as XYZ:
```
14
C3H10O (ωB97M-V/def2-TZVPD)
C -3.806 -1.436 -0.505
C -3.606 -1.244 0.991
H -3.237 -2.354 -0.732
H -4.870 -1.638 -0.733
H -3.459 -0.518 -1.016
H -2.650 -0.905 1.276
H -3.972 -2.108 1.543
H -4.294 -0.403 1.310
C 5.079 1.971 -0.766
O 4.902 1.820 0.730
H 4.042 2.107 -0.982
H 5.423 1.115 -1.282
H 5.797 2.709 -0.746
H 4.651 0.882 0.912
```

Summary:
* E_HOMO: -10.337 eV
* HOMO-LUMO gap: 11.371 eV
* relative energy (zero: lowest compared OMol25 entry of this formula, charge and spin): 30.76 kcal per mole
* charge: 0

One molecule with the formula C5H8O, computed with ωB97M-V/def2-TZVPD.

Geometry as XYZ:
```
14
C5H8O (ωB97M-V/def2-TZVPD)
C 1.686 0.354 -0.052
C 0.260 0.158 0.414
C -0.476 -1.200 0.264
C -1.724 -0.350 -0.017
O -2.897 -0.486 0.200
C -0.836 0.825 -0.439
H 1.851 -0.110 -1.032
H 1.895 1.426 -0.156
H 2.407 -0.061 0.658
H 0.143 0.488 1.454
H -0.471 -1.912 1.092
H -0.172 -1.721 -0.654
H -1.096 1.865 -0.233
H -0.571 0.723 -1.500
```

Summary:
* E_HOMO: -9.535 eV
* HOMO-LUMO gap: 10.517 eV
* relative energy (zero: lowest compared OMol25 entry of this formula, charge and spin): 20.40 kcal per mole
* charge: 0

One molecule with the formula C4H6N2, computed with ωB97M-V/def2-TZVPD.

Geometry as XYZ:
```
12
C4H6N2 (ωB97M-V/def2-TZVPD)
N 2.163 0.349 0.108
C 0.973 0.120 -0.433
C -0.113 0.976 -0.350
C -1.398 0.580 -0.065
C -1.486 -0.808 0.180
N -0.362 -1.464 0.273
H 3.017 0.050 -0.341
H 2.294 0.777 1.020
H 0.159 1.960 -0.727
H -2.261 1.229 -0.125
H -2.468 -1.294 0.216
H -0.517 -2.475 0.243
```

Summary:
* E_HOMO: -7.468 eV
* HOMO-LUMO gap: 8.256 eV
* relative energy (zero: lowest compared OMol25 entry of this formula, charge and spin): 69.12 kcal per mole
* charge: 0

A 2-piece molecular cluster, C2O4 overall, computed with ωB97M-V/def2-TZVPD.

Geometry as XYZ:
```
6
C2O4 (ωB97M-V/def2-TZVPD)
O -1.137 -0.928 -0.198
C -2.004 -0.203 -0.016
O -2.868 0.523 0.164
O 1.530 1.235 -0.120
C 2.001 0.201 0.018
O 2.478 -0.828 0.153
```

Summary:
* E_HOMO: -13.045 eV
* HOMO-LUMO gap: 13.407 eV
* relative energy (zero: lowest compared OMol25 entry of this formula, charge and spin): 0.00 kcal per mole
* charge: 0

A 2-piece molecular cluster, C3H8NO overall, computed with ωB97M-V/def2-TZVPD.

Geometry as XYZ:
```
13
C3H8NO (ωB97M-V/def2-TZVPD)
C 1.195 -0.814 0.811
C 0.723 0.140 -0.228
C 0.219 1.487 -0.524
N 1.119 -0.993 -0.665
O -1.671 -0.672 0.064
H 2.248 -0.636 1.164
H 0.517 -1.240 1.596
H 0.168 1.647 -1.655
H 0.900 2.342 -0.107
H -0.698 1.619 -0.050
H 1.276 -1.598 -1.501
H -2.488 -0.727 -0.509
H -2.001 -0.032 0.841
```

Summary:
* E_HOMO: -15.970 eV
* HOMO-LUMO gap: 11.602 eV
* relative energy (zero: lowest compared OMol25 entry of this formula, charge and spin): 54.11 kcal per mole
* charge: +1

A 2-piece molecular cluster, C4H13NOS2 overall, computed with ωB97M-V/def2-TZVPD.

Geometry as XYZ:
```
21
C4H13NOS2 (ωB97M-V/def2-TZVPD)
C -2.006 0.487 1.428
S -1.925 -1.029 0.456
S 0.139 -1.292 0.313
C 0.612 -1.194 -1.412
C 1.516 0.037 -1.764
C 0.674 1.348 -1.603
N 2.656 0.018 -0.860
H -2.860 1.078 1.091
H -2.274 0.249 2.458
H -1.054 1.007 1.452
H 1.284 -2.042 -1.602
H -0.106 -1.301 -2.228
H 1.889 -0.149 -2.777
H -0.295 0.969 -1.265
H 0.538 1.951 -2.497
H 0.966 1.921 -0.721
H 2.488 -0.401 0.030
H 3.350 0.727 -0.982
O 0.346 2.570 1.937
H -0.557 2.749 2.232
H 0.831 3.326 2.273
```

Summary:
* E_HOMO: -8.297 eV
* HOMO-LUMO gap: 8.852 eV
* relative energy (zero: lowest compared OMol25 entry of this formula, charge and spin): 27.20 kcal per mole
* charge: 0

A 5-piece molecular cluster, C35H40BF5NO5 overall, computed with ωB97M-V/def2-TZVPD.

Geometry as XYZ:
```
87
C35H40BF5NO5 (ωB97M-V/def2-TZVPD)
C -2.203 -1.422 1.623
C -3.542 -1.448 0.726
O -4.762 -1.628 1.485
C -3.538 -0.183 -0.257
B -4.745 0.911 -0.007
C -4.211 2.229 -0.898
C -3.726 3.460 -0.026
O -4.467 4.227 0.637
O -5.880 0.371 -0.787
C -6.988 0.314 0.138
C -8.244 0.754 -0.771
C -9.385 -0.358 -0.877
O -9.186 -1.478 -1.418
C -6.522 1.335 1.326
F -7.011 2.696 1.114
C -6.973 1.009 2.824
C -8.120 -0.099 2.955
N -7.491 -1.414 3.304
O -5.072 1.352 1.349
H -1.584 -0.471 1.488
H -2.397 -1.549 2.740
H -1.519 -2.304 1.294
H -3.440 -2.381 0.053
H -4.701 -2.548 1.827
H -2.519 0.325 -0.269
H -3.695 -0.590 -1.323
H -3.318 1.942 -1.564
H -5.067 2.530 -1.593
H -2.601 3.730 -0.014
H -7.220 -0.768 0.460
H -7.840 0.881 -1.838
H -8.694 1.761 -0.463
H -10.452 -0.177 -0.504
H -7.305 1.999 3.306
H -6.056 0.671 3.405
H -8.829 -0.149 2.061
H -8.771 0.206 3.852
H -8.256 -2.027 3.645
H -7.139 -1.881 2.452
F 0.948 -2.898 2.028
C 1.226 -3.514 0.871
C 2.432 -3.261 0.238
C 2.723 -3.904 -0.961
C 1.800 -4.784 -1.518
C 0.589 -5.027 -0.876
C 0.302 -4.393 0.328
H 3.135 -2.565 0.682
H 3.668 -3.718 -1.460
H 2.026 -5.282 -2.455
H -0.130 -5.710 -1.313
H -0.633 -4.577 0.845
F 5.378 -3.295 -2.834
C 5.993 -2.100 -2.844
C 6.186 -1.425 -1.650
C 6.826 -0.190 -1.660
C 7.255 0.359 -2.866
C 7.051 -0.327 -4.059
C 6.421 -1.566 -4.048
H 5.837 -1.865 -0.723
H 6.989 0.344 -0.730
H 7.751 1.325 -2.874
H 7.382 0.104 -4.997
H 6.261 -2.119 -4.967
F -0.299 -0.586 -1.325
C 0.311 0.606 -1.343
C 0.508 1.287 -0.153
C 1.146 2.523 -0.171
C 1.569 3.068 -1.380
C 1.361 2.377 -2.570
C 0.734 1.136 -2.552
H 0.164 0.851 0.778
H 1.312 3.061 0.756
H 2.063 4.034 -1.394
H 1.688 2.804 -3.512
H 0.571 0.580 -3.467
F 9.318 2.548 -0.784
C 9.450 2.473 0.549
C 8.788 3.389 1.351
C 8.920 3.308 2.733
C 9.722 2.319 3.297
C 10.387 1.409 2.481
C 10.246 1.482 1.100
H 8.174 4.156 0.894
H 8.400 4.014 3.370
H 9.829 2.259 4.375
H 11.015 0.642 2.922
H 10.749 0.776 0.450
```

Summary:
* E_HOMO: -4.297 eV
* HOMO-LUMO gap: 6.120 eV
* charge: -1

| no. | largest force on an atom (Eh/bohr) |
| --- | --- |
| 1 | 0.0534 |
| 2 | 0.0588 |
| 3 | 0.0689 |
| 4 | 0.1209 |
| 5 | 0.1232 |
| 6 | 0.0473 |
| 7 | 0.0843 |
| 8 | 0.0126 |
| 9 | 0.0096 |
| 10 | 0.0352 |
| 11 | 0.0770 |
| 12 | 0.0491 |
| 13 | 0.0798 |